1.
The following is a DFT calculation (wB97M-V/def2-TZVPD) of a 9-piece molecular cluster, C9H33N9O11 overall.

Geometry as XYZ:
```
62
Properties=species:S:1:pos:R:3:mulliken_charge:R:1
C -3.3182 -2.7195 0.9435 -0.573
C -2.7134 -2.9388 -0.4599 0.672
O -3.2814 -4.0711 -0.9760 -1.003
H -2.6994 -1.9603 1.4456 -0.218
H -3.3881 -3.6676 1.4837 0.374
H -4.3555 -2.3802 1.0696 0.285
H -1.6128 -2.9587 -0.3320 -0.335
H -2.9558 -2.0167 -1.0376 -0.121
N 0.1277 -0.0815 0.2729 0.937
O 0.4658 -1.2118 0.7092 -0.802
O -0.7165 0.5846 0.9019 -0.681
O 0.6347 0.4064 -0.7842 -0.731
C -0.8453 3.7514 0.1198 -0.405
O -2.0114 2.9938 0.3697 -0.520
H -0.5278 4.2513 1.0406 0.282
H -0.0218 3.2051 -0.3455 0.007
H -1.0029 4.5713 -0.5909 0.256
H -1.6523 2.1205 0.6215 0.529
C 0.1997 -2.4539 -2.5982 -0.298
O 1.0814 -1.3645 -2.8079 -0.647
H -0.1309 -2.9695 -3.5000 0.383
H 0.5939 -3.2402 -1.9437 0.232
H -0.6853 -2.0751 -2.0819 -0.106
H 0.9077 -0.7029 -2.1181 0.339
C -4.1331 0.5445 -0.3480 0.097
O -5.0452 1.1512 0.5826 -0.566
H -4.0232 1.1017 -1.2781 0.301
H -3.1980 0.4041 0.1892 -0.461
H -4.5685 -0.4292 -0.5871 0.324
H -4.6362 1.1329 1.4458 0.302
C 3.7597 1.7658 0.5479 0.589
O 4.8951 2.2668 0.6463 -0.762
N 3.4298 0.9991 -0.5234 -0.079
N 2.8071 1.9467 1.4858 -0.242
H 4.1840 0.8537 -1.1640 0.184
H 2.4593 0.6927 -0.5785 -0.177
H 1.8772 1.5803 1.4076 0.181
H 3.0384 2.3929 2.3511 0.178
C 1.3273 4.0022 -3.0530 0.606
O 2.1936 4.7625 -2.5960 -0.694
N 0.4012 4.4814 -3.9157 -0.440
N 1.2840 2.6673 -2.8234 -0.273
H -0.4829 4.0341 -4.0752 0.192
H 0.5093 5.4456 -4.1676 0.226
H 1.9054 2.2791 -2.1321 0.209
H 0.4615 2.1407 -3.0551 0.214
C 3.8497 -2.9367 0.2194 0.509
O 4.8504 -3.6133 0.4999 -0.755
N 3.6283 -2.4979 -1.0461 -0.204
N 2.8291 -2.7387 1.0848 -0.254
H 2.7751 -2.0376 -1.3234 0.193
H 4.2519 -2.6674 -1.8084 0.174
H 2.0559 -2.1158 0.8411 0.465
H 2.8639 -3.1723 1.9843 0.153
C -1.0440 -1.2507 4.5707 0.477
O -1.0886 -1.1115 5.7936 -0.707
N 0.0227 -1.7072 3.8372 -0.269
N -1.9511 -0.7396 3.6845 -0.179
H 0.2160 -1.3615 2.9139 0.260
H 0.7568 -2.2028 4.3141 0.165
H -1.8087 -0.9405 2.7132 0.071
H -2.7454 -0.1949 3.9596 0.142
```

spin multiplicity: 1
max |F|: 2.584 eV Å⁻¹
net charge: -2
HOMO energy: -0.64 eV


2.
The following is a DFT calculation (wB97M-V/def2-TZVPD) of the molecule C5H10OP2.

Geometry as XYZ:
```
18
Properties=species:S:1:pos:R:3:mulliken_charge:R:1
C 0.7355 -1.8900 -1.2744 -1.277
C 0.0635 -0.7148 -0.6750 0.387
C -0.9355 0.1398 -1.1123 -0.254
P -1.2297 1.6271 -0.1017 -0.024
C -2.5823 1.0356 1.1008 -1.018
P 0.6892 0.0883 0.8199 0.455
C 2.2809 0.9090 0.3936 -0.959
O 0.8953 -0.9917 1.9228 -0.685
H -0.0588 -2.5074 -1.6582 0.359
H 1.3414 -2.3765 -0.5223 0.376
H 1.3480 -1.7205 -2.2172 0.254
H -1.6342 0.2915 -1.9213 0.415
H -3.2868 0.2723 0.7605 0.325
H -3.2096 1.9068 1.3140 0.353
H -2.1809 0.8247 2.0436 0.342
H 2.2536 1.6677 -0.3847 0.332
H 2.9801 -0.0116 0.2584 0.265
H 2.5304 1.4496 1.2534 0.353
```

spin multiplicity: 1
max |F|: 3.492 eV Å⁻¹
net charge: 0
SMILES string: CC1=CP(C)[P@@]1(C)=O
HOMO energy: -8.56 eV